9
Properties=species:S:1:pos:R:3 method="wB97M-V/def2-TZVPD" lumo_energy_ev=-0.4 homo_energy_ev=-8.85 homo_lumo_gap_ev=8.41 total_charge=0 fmax_ev_per_a=2.64
C 0.72 0.21 -0.73
C -0.37 0.62 -0.10
C 1.75 -1.11 0.82
C -1.50 0.97 0.36
O 1.56 -0.86 -0.42
I -3.30 -0.22 0.13
H 0.68 0.62 -1.67
H 2.14 -2.15 0.83
H -1.68 1.92 0.79

8
Properties=species:S:1:pos:R:3 method="wB97M-V/def2-TZVPD" lumo_energy_ev=0.9 homo_energy_ev=-10.19 homo_lumo_gap_ev=11.07 total_charge=0 fmax_ev_per_a=2.70
O 0.56 0.56 -1.29
C -0.08 -0.31 -0.46
N 0.39 -0.40 0.95
F 0.12 0.93 1.57
H 0.16 1.43 -1.13
H 0.15 -1.31 -0.76
H -1.10 0.10 -0.41
H -0.21 -0.99 1.52

12
Properties=species:S:1:pos:R:3 method="wB97M-V/def2-TZVPD" lumo_energy_ev=-10.5 homo_energy_ev=-18.00 homo_lumo_gap_ev=7.46 total_charge=+2 fmax_ev_per_a=6.20
N 1.58 0.55 -0.16
O 0.40 0.53 0.67
P -0.35 -1.03 0.48
O -0.73 -1.53 1.82
O 0.74 -2.03 -0.23
O -1.70 -0.98 -0.50
S -2.05 0.59 -1.09
H 1.25 0.64 -1.13
H 2.19 1.33 0.10
H 0.56 -1.98 -1.19
H -2.21 1.37 0.04
Yb 0.34 2.53 1.19

12
Properties=species:S:1:pos:R:3 method="wB97M-V/def2-TZVPD" lumo_energy_ev="-4.0 / -5.4" homo_energy_ev="-14.59 / -12.77" homo_lumo_gap_ev="10.57 / 7.35" total_charge=+1 fmax_ev_per_a=3.94
C -0.72 -1.64 1.47
C 0.48 -1.39 1.28
C 0.97 0.67 -0.81
N -0.40 1.39 -1.00
H -1.00 -2.19 2.29
H -1.53 -1.32 0.80
H 1.40 -1.46 1.74
H 1.04 -0.06 -1.61
H 1.82 1.36 -0.73
H -1.13 0.73 -0.87
H -0.60 1.55 -2.05
H -0.34 2.36 -0.51

26
Properties=species:S:1:pos:R:3 method="wB97M-V/def2-TZVPD" lumo_energy_ev="3.5 / 3.3" spin_multiplicity=2 homo_energy_ev="0.61 / -4.88" homo_lumo_gap_ev="2.88 / 8.23" total_charge=-1 s_squared=0.751 fmax_ev_per_a=2.81
C -1.16 0.17 2.89
C -1.69 -0.02 1.47
C -1.74 1.17 0.51
C -0.91 0.93 -0.73
C -1.20 0.11 -1.74
N 0.28 1.65 -0.69
H -2.09 0.33 3.48
H -0.54 1.07 3.00
H -0.73 -0.65 3.45
H -1.03 -0.77 0.98
H -2.60 -0.62 1.44
H -2.81 1.41 0.34
H -1.45 2.11 1.02
H -2.00 -0.62 -1.74
H -0.51 -0.06 -2.55
H 1.06 1.15 -1.11
H 0.46 2.12 0.18
H 2.87 0.11 -1.71
H 3.01 1.55 -2.39
O 2.51 0.74 -2.38
H 2.70 -0.89 -0.10
H 2.95 -2.00 -1.10
O 3.37 -1.21 -0.72
H -0.21 -2.21 -0.62
H 0.86 -3.03 -1.02
O 0.60 -2.56 -0.19

12
Properties=species:S:1:pos:R:3 method="wB97M-V/def2-TZVPD" lumo_energy_ev=0.8 homo_energy_ev=-7.68 homo_lumo_gap_ev=8.44 total_charge=0 fmax_ev_per_a=0.32
N -1.23 -0.64 1.52
C -0.43 -0.29 0.44
C -0.39 -0.72 -0.84
N 0.63 0.02 -1.49
C 1.25 0.88 -0.60
O 2.18 1.63 -0.79
N 0.55 0.68 0.59
H -1.46 0.16 2.11
H -2.09 -1.09 1.23
H -1.07 -1.36 -1.38
H 1.17 -0.34 -2.25
H 0.88 1.07 1.46

67
Properties=species:S:1:pos:R:3 method="wB97M-V/def2-TZVPD" lumo_energy_ev=-4.9 homo_energy_ev=-9.57 homo_lumo_gap_ev=4.69 total_charge=+1 fmax_ev_per_a=1.97
C 4.01 1.86 4.88
C 2.51 1.84 4.68
O 2.25 1.71 3.27
C 0.89 1.70 3.07
C 0.54 1.81 1.67
S -0.99 2.37 1.23
C -1.53 3.47 2.58
C -0.69 3.61 -0.07
O 0.11 1.63 4.03
H 4.21 1.82 5.95
H 4.50 1.01 4.39
H 4.46 2.78 4.49
H 2.06 1.00 5.23
H 2.06 2.77 5.06
H 1.30 1.66 0.92
H -1.49 2.89 3.50
H -0.87 4.34 2.62
H -2.56 3.77 2.36
H -0.20 3.15 -0.94
H -1.66 3.98 -0.39
H -0.07 4.41 0.34
C -5.25 -5.53 0.57
O -3.83 -5.74 0.43
C -3.10 -4.71 -0.09
C -1.69 -4.81 0.04
C -0.90 -3.72 -0.24
C -1.46 -2.53 -0.76
C -0.62 -1.39 -1.07
C 0.54 -1.18 -0.29
C 1.54 -0.26 -0.55
C 2.86 -0.29 0.03
C 3.85 0.56 -0.52
C 5.17 0.47 -0.10
C 5.53 -0.45 0.90
C 4.55 -1.25 1.50
C 3.23 -1.18 1.07
C -0.99 -0.52 -2.19
C -1.57 -1.07 -3.36
C -1.90 -0.27 -4.43
C -1.63 1.13 -4.39
O -1.99 1.85 -5.49
C -1.81 3.28 -5.48
C -1.02 1.68 -3.24
C -0.77 0.86 -2.15
C -2.86 -2.49 -0.98
C -3.68 -3.56 -0.66
H -5.59 -6.46 1.03
H -5.47 -4.68 1.23
H -5.73 -5.39 -0.40
H -1.27 -5.73 0.45
H 0.18 -3.79 -0.10
H 0.69 -1.85 0.56
H 1.44 0.39 -1.43
H 3.56 1.26 -1.30
H 5.93 1.10 -0.56
H 6.58 -0.56 1.18
H 4.82 -1.94 2.29
H 2.47 -1.83 1.51
H -1.73 -2.14 -3.43
H -2.35 -0.68 -5.33
H -2.25 3.59 -6.43
H -2.33 3.75 -4.64
H -0.74 3.55 -5.46
H -0.76 2.75 -3.22
H -0.43 1.28 -1.21
H -3.32 -1.59 -1.38
H -4.76 -3.49 -0.79

26
Properties=species:S:1:pos:R:3 method="wB97M-V/def2-TZVPD" lumo_energy_ev="-2.8 / -10.0" spin_multiplicity=2 homo_energy_ev="-13.61 / -13.61" homo_lumo_gap_ev="10.83 / 3.58" total_charge=+1 s_squared=0.753 fmax_ev_per_a=1.98
C 0.85 -0.06 -0.31
C 1.01 1.33 0.42
C -0.10 2.31 0.29
C -0.25 2.72 -1.17
C -0.38 -0.77 0.22
H 0.82 0.10 -1.40
H 1.68 -0.77 -0.24
H 1.89 1.80 0.00
H 1.13 0.98 1.45
H 0.15 3.27 0.82
H -1.03 2.03 0.80
H -1.03 2.06 -1.55
H -0.42 3.79 -1.33
H 0.61 2.51 -1.81
H -0.16 -1.84 0.18
H -0.54 -0.59 1.29
H -1.30 -0.56 -0.29
H -1.59 -3.76 -1.28
H -0.29 -4.33 -1.93
O -0.77 -3.53 -1.72
H 4.15 -3.34 -3.15
H 2.85 -4.17 -3.13
O 3.42 -3.64 -3.70
H -4.08 1.19 6.36
H -2.88 1.46 5.45
O -3.73 1.82 5.72

13
Properties=species:S:1:pos:R:3 method="wB97M-V/def2-TZVPD" lumo_energy_ev="-1.9 / -1.9" homo_energy_ev="-9.50 / -9.50" homo_lumo_gap_ev="7.57 / 7.59" total_charge=0 fmax_ev_per_a=4.81
C 0.16 0.64 1.05
C -0.36 -0.04 2.15
C -0.41 -0.07 0.01
C 1.02 -0.46 -2.07
N -1.29 -0.96 1.80
N -1.34 -0.88 0.43
O 2.14 -0.20 -1.71
P -0.33 0.66 -2.65
H 0.89 1.38 1.19
H -0.32 -0.07 3.20
H 0.49 -1.42 -2.14
H -1.94 -1.57 -0.03
H 0.44 1.90 -2.78

12
Properties=species:S:1:pos:R:3 method="wB97M-V/def2-TZVPD" lumo_energy_ev=1.0 homo_energy_ev=-8.46 homo_lumo_gap_ev=9.48 total_charge=0 fmax_ev_per_a=0.50
C 2.53 0.10 -0.81
C 1.49 0.08 0.00
C 0.21 0.14 0.28
C -0.97 -0.80 0.24
C -1.76 0.48 0.56
O -0.55 1.26 0.59
H 3.58 -0.04 -0.56
H 2.30 0.27 -1.85
H -1.12 -1.22 -0.75
H -1.01 -1.60 0.99
H -2.27 0.51 1.53
H -2.45 0.83 -0.22

20
Properties=species:S:1:pos:R:3 method="wB97M-V/def2-TZVPD" lumo_energy_ev=0.4 homo_energy_ev=-8.64 homo_lumo_gap_ev=9.04 total_charge=0 fmax_ev_per_a=3.72
C 0.58 0.19 1.39
C 0.56 0.89 0.01
C 2.13 1.17 -0.30
O 2.56 1.35 -1.40
N -0.19 0.17 -0.98
C -1.58 0.48 -1.04
N -2.55 0.05 0.00
H 0.84 0.94 2.09
H -0.39 -0.26 1.49
H 1.38 -0.55 1.36
H 0.35 1.95 -0.12
H 2.74 1.20 0.60
H 0.14 -0.80 -0.98
H -2.02 0.00 -2.02
H -1.81 1.54 -1.05
H -2.62 -0.94 0.17
H -2.36 0.52 0.88
O 0.65 -2.58 0.37
H 1.50 -2.46 -0.10
H 0.09 -2.86 -0.37

16
Properties=species:S:1:pos:R:3 method="wB97M-V/def2-TZVPD" lumo_energy_ev=0.4 homo_energy_ev=-8.14 homo_lumo_gap_ev=8.51 total_charge=0 fmax_ev_per_a=4.30
C -0.86 -1.37 0.72
C 1.30 0.28 -0.26
C 1.83 1.24 0.73
C -1.20 -0.41 -1.62
C -0.74 -0.18 -0.22
O -0.55 -1.40 1.86
O 1.74 -0.37 -1.16
S -1.50 1.22 0.67
H -1.19 -2.26 0.05
H 2.87 1.66 0.43
H 1.06 1.92 1.14
H 2.23 0.55 1.64
H -1.20 0.37 -2.32
H -2.20 -0.92 -1.48
H -0.49 -1.19 -2.08
H -1.09 0.89 1.90

16
Properties=species:S:1:pos:R:3 method="wB97M-V/def2-TZVPD" lumo_energy_ev=-0.8 homo_energy_ev=-9.43 homo_lumo_gap_ev=8.64 total_charge=0 fmax_ev_per_a=5.43
H 0.40 0.44 0.39
O 0.82 -2.64 0.40
C -0.10 -1.95 -0.09
O -1.12 -1.65 0.57
O 0.30 -1.11 -1.08
C -0.62 -0.19 -1.68
O -0.18 1.41 0.12
C 0.90 1.42 2.35
C -0.30 1.24 -1.28
O 1.31 0.30 2.09
O 0.40 2.16 3.09
Tl 0.80 -2.13 2.69
H -1.66 -0.43 -1.42
H -0.47 -0.30 -2.76
H 0.64 1.55 -1.77
H -1.12 1.89 -1.61

47
Properties=species:S:1:pos:R:3 method="wB97M-V/def2-TZVPD" lumo_energy_ev="-1.2 / -1.2" homo_energy_ev="-8.17 / -8.17" homo_lumo_gap_ev="6.93 / 6.93" total_charge=0 fmax_ev_per_a=2.19
Ni 0.37 -0.52 -0.82
Se -1.03 6.62 -2.98
N -0.51 5.17 -3.87
C -0.35 4.22 -3.00
C 0.08 2.87 -3.34
C 0.32 2.44 -4.64
C 0.71 1.13 -4.85
C 0.85 0.28 -3.75
N 0.63 0.69 -2.51
C 0.23 1.95 -2.31
C -0.06 2.30 -0.92
N 0.09 1.31 -0.02
C -0.21 1.54 1.25
C -0.67 2.79 1.68
C -0.80 3.81 0.77
C -0.49 3.57 -0.56
C -0.62 4.57 -1.62
N -1.00 5.80 -1.41
H 0.19 3.13 -5.46
H 0.90 0.75 -5.85
H 1.15 -0.75 -3.87
H -0.07 0.71 1.92
H -0.91 2.92 2.73
H -1.15 4.79 1.06
C -1.50 -3.53 -0.54
S -1.28 -2.24 -1.74
O 0.20 -2.16 -1.99
O -2.07 -2.56 -2.89
O -1.67 -0.99 -1.07
H -1.52 -4.48 -1.07
H -2.45 -3.35 -0.04
H -0.68 -3.46 0.16
C 0.65 -1.50 4.37
C 0.88 -2.53 3.26
C -0.21 -3.61 3.34
C 2.26 -3.17 3.41
C 0.79 -1.85 1.95
C 0.78 -1.30 0.87
H 0.73 -1.98 5.35
H -0.34 -1.06 4.29
H 1.40 -0.70 4.32
H -0.18 -4.10 4.31
H -0.06 -4.36 2.56
H -1.20 -3.17 3.20
H 2.34 -3.69 4.37
H 3.04 -2.41 3.36
H 2.44 -3.89 2.61

27
Properties=species:S:1:pos:R:3 method="wB97M-V/def2-TZVPD" lumo_energy_ev=0.2 homo_energy_ev=-5.28 homo_lumo_gap_ev=5.49 total_charge=-1 fmax_ev_per_a=12.53
Pb 14.06 18.13 4.61
Pb 18.43 19.66 1.51
Cl 16.34 18.43 0.13
O 17.71 18.13 -0.02
O 15.41 17.69 -0.41
O 16.30 18.13 1.56
O 16.30 19.83 -0.10
Cl 16.15 19.89 3.66
O 16.48 20.11 2.32
O 17.31 20.52 4.25
O 14.93 20.60 3.82
O 16.24 18.53 4.10
Cl 15.39 19.77 6.99
O 14.84 21.12 7.10
O 15.07 19.00 5.73
O 16.83 19.81 6.96
O 14.76 18.91 8.04
Cl 17.62 22.52 1.80
O 18.53 21.55 2.13
O 16.72 22.81 2.85
O 18.21 23.55 1.08
O 16.93 21.58 1.00
Cl 14.18 23.26 4.73
O 13.16 24.27 4.71
O 13.83 22.13 3.87
O 15.59 23.95 4.50
O 13.96 22.69 6.02

8
Properties=species:S:1:pos:R:3 method="wB97M-V/def2-TZVPD" lumo_energy_ev=0.8 homo_energy_ev=-10.22 homo_lumo_gap_ev=10.98 total_charge=0 fmax_ev_per_a=1.05
C -0.32 -0.26 1.40
O 0.58 -0.88 1.89
H -1.25 -0.78 1.07
H -0.28 0.85 1.27
N -0.13 0.95 -2.52
H -0.35 1.08 -3.51
H 0.83 0.58 -2.48
H -0.75 0.18 -2.20

39
Properties=species:S:1:pos:R:3 method="wB97M-V/def2-TZVPD" lumo_energy_ev=0.5 homo_energy_ev=-7.96 homo_lumo_gap_ev=8.48 total_charge=0 fmax_ev_per_a=0.58
O -1.55 -0.05 1.96
C -0.83 -0.64 1.20
N -1.20 -0.98 -0.07
C -2.44 -0.47 -0.62
C -2.40 1.04 -0.98
N -1.53 1.48 -2.03
C -1.69 0.93 -3.35
C -0.68 -0.18 -3.67
C 0.74 0.34 -3.47
C 0.91 0.88 -2.05
C -0.18 1.92 -1.75
N 0.45 -1.09 1.51
C 1.14 -0.96 2.71
C 0.62 -0.28 3.82
C 1.36 -0.19 4.98
C 2.62 -0.77 5.05
Cl 3.54 -0.66 6.51
C 3.14 -1.45 3.96
C 2.40 -1.55 2.80
H -0.51 -1.31 -0.72
H -2.69 -1.07 -1.50
H -3.21 -0.60 0.14
H -3.42 1.31 -1.26
H -2.14 1.58 -0.07
H -2.71 0.56 -3.46
H -1.54 1.74 -4.08
H -0.82 -0.51 -4.71
H -0.85 -1.05 -3.02
H 1.47 -0.44 -3.67
H 0.92 1.16 -4.18
H 1.88 1.35 -1.94
H 0.85 0.05 -1.34
H -0.12 2.22 -0.70
H 0.01 2.80 -2.37
H 0.93 -1.62 0.80
H -0.35 0.16 3.75
H 0.96 0.34 5.83
H 4.12 -1.91 4.03
H 2.81 -2.08 1.95

8
Properties=species:S:1:pos:R:3 method="wB97M-V/def2-TZVPD" lumo_energy_ev="-1.1 / -1.4" spin_multiplicity=3 homo_energy_ev="-7.20 / -11.15" homo_lumo_gap_ev="6.11 / 9.79" total_charge=0 s_squared=2.008 fmax_ev_per_a=2.86
N -1.35 1.62 1.01
O -2.26 2.23 1.50
O -1.67 1.00 -0.16
O 0.36 -0.58 -1.10
Si 1.53 -1.33 -0.50
H -0.89 0.50 -0.50
H 2.07 -0.95 0.80
H 2.21 -2.48 -1.06

41
Properties=species:S:1:pos:R:3 method="wB97M-V/def2-TZVPD" lumo_energy_ev="0.4 / -1.9" spin_multiplicity=3 homo_energy_ev="-8.15 / -8.34" homo_lumo_gap_ev="8.59 / 6.43" total_charge=0 s_squared=2.008 fmax_ev_per_a=0.94
Pt 1.43 -1.10 -1.12
Cl 0.26 0.85 -2.37
C 1.60 1.52 -3.27
C 1.38 2.72 -3.94
C 2.40 3.30 -4.68
C 3.64 2.64 -4.72
C 3.85 1.44 -4.06
Cl 5.40 0.70 -4.15
C 2.82 0.83 -3.31
S 3.14 -0.68 -2.48
H 0.39 3.19 -3.91
H 2.24 4.22 -5.22
H 4.46 3.07 -5.28
C -2.87 3.15 3.94
C -1.98 2.03 3.44
C -0.80 2.30 2.76
C 0.06 1.29 2.37
C -0.28 -0.01 2.63
C -1.45 -0.33 3.29
C -2.30 0.69 3.67
S 0.80 -1.31 2.09
O 0.50 -2.45 2.93
O 2.12 -0.75 1.99
N 0.34 -1.65 0.58
C -0.44 -2.70 0.15
C -1.29 -3.55 0.84
C -1.95 -4.53 0.10
C -1.75 -4.65 -1.28
C -0.88 -3.76 -1.87
N -0.24 -2.81 -1.17
H -2.62 4.09 3.45
H -2.73 3.28 5.02
H -3.92 2.91 3.77
H -0.49 3.33 2.57
H 1.00 1.47 1.88
H -1.66 -1.36 3.50
H -3.22 0.45 4.18
H -1.40 -3.47 1.90
H -2.64 -5.19 0.60
H -2.26 -5.38 -1.88
H -0.65 -3.78 -2.94

16
Properties=species:S:1:pos:R:3 method="wB97M-V/def2-TZVPD" lumo_energy_ev=-9.6 homo_energy_ev=-13.71 homo_lumo_gap_ev=4.09 total_charge=+1 fmax_ev_per_a=14.13
In 1.06 -6.95 22.04
N -0.54 -5.50 23.87
O -0.25 -5.85 22.75
O -0.20 -6.22 24.81
O -1.17 -4.51 24.00
N -1.32 -8.25 23.07
O -0.41 -7.76 22.45
O -1.41 -7.95 24.29
O -2.12 -8.94 22.56
C -0.49 -4.02 21.42
N -0.99 -5.40 21.06
O -0.11 -6.22 20.80
O -2.20 -5.66 20.98
H 0.25 -4.24 22.18
H -1.35 -3.47 21.78
H -0.14 -3.64 20.46

21
Properties=species:S:1:pos:R:3 method="wB97M-V/def2-TZVPD" lumo_energy_ev=0.3 homo_energy_ev=-9.44 homo_lumo_gap_ev=9.77 total_charge=0 fmax_ev_per_a=3.12
C 1.61 -1.39 2.83
S 0.98 -3.10 2.66
H 2.63 -1.20 3.32
H 0.94 -0.66 3.23
H 1.68 -1.32 1.70
H 1.73 -3.98 3.34
O -0.13 -1.16 -0.33
H -0.28 -1.53 0.55
H 0.83 -1.05 -0.48
O -1.31 4.39 -0.21
H -0.34 4.22 -0.28
H -1.52 4.56 0.68
O -1.54 -1.54 -2.91
H -1.26 -1.51 -2.00
H -1.85 -2.49 -2.88
O -0.99 1.41 -2.72
H -0.34 1.63 -3.39
H -1.09 0.47 -2.46
O 0.18 1.58 0.16
H 0.76 1.19 -0.48
H -0.68 1.48 -0.33

13
Properties=species:S:1:pos:R:3 method="wB97M-V/def2-TZVPD" lumo_energy_ev=1.0 homo_energy_ev=-8.17 homo_lumo_gap_ev=9.17 total_charge=0 fmax_ev_per_a=0.75
C 2.27 0.30 -0.38
O 1.34 -0.74 -0.11
C 0.08 -0.35 0.13
C -0.97 -1.20 0.32
N -2.09 -0.37 0.38
C -1.62 0.91 0.25
N -0.32 0.96 0.13
H 1.98 0.89 -1.26
H 3.22 -0.20 -0.56
H 2.34 0.97 0.48
H -1.04 -2.27 0.42
H -2.90 -0.66 -0.15
H -2.28 1.77 0.33

Q: Which energy values were calculated for the entries above? A: -14338.726 -7354.250 -61378.816 -4718.022 -13091.690 -9710.323 -49624.336 -11608.565 -18540.173 -7326.523 -11416.057 -20242.197 -21206.828 -149321.717 -114006.441 -4654.760 -33883.790 -15553.240 -75929.279 -27079.453 -22335.634 -9272.197, in eV.